Record 1
Molecular formula: C2H5N2P
Method: DFT, ωB97M-V/def2-TZVPD

energy above the lowest of the compared OMol25 structures with the same formula, charge and spin	487.2	kJ/mol
Kohn-Sham gap (alpha / beta)	8.13 / 7.87	eV
LUMO energy (alpha / beta)	-1.323 / -1.136	eV
calculated total energy	-14418.137	eV
E_HOMO (alpha / beta)	-9.5 / -9.0	eV

Geometry (Å):
C (0.38, 0.88, -0.26)
C (-0.57, -0.29, -0.09)
N (1.36, 0.69, 0.79)
N (-0.04, 0.87, 2.70)
P (0.31, -0.25, 1.70)
H (0.95, 0.85, -1.19)
H (0.00, 1.90, -0.11)
H (-1.59, -0.14, -0.30)
H (-0.27, -1.07, -0.62)
H (1.01, -1.36, 2.28)


Record 2
Molecular formula: C12H32FeO6
Method: DFT, ωB97M-V/def2-TZVPD

energy above the lowest of the compared OMol25 structures with the same formula, charge and spin	0.0	kJ/mol
Kohn-Sham gap (alpha / beta)	7.34 / 6.97	eV
expectation value of S²	8.759
multiplicity	6
LUMO energy (alpha / beta)	2.897 / 2.895	eV
calculated total energy	-59634.495	eV
net charge	-1
E_HOMO (alpha / beta)	-4.4 / -4.1	eV

Geometry (Å):
Fe (0.39, 0.84, 0.14)
C (0.99, -1.88, -3.08)
C (0.49, -0.47, -2.80)
O (0.71, -0.11, -1.52)
H (1.01, -2.14, -4.15)
H (0.32, -2.62, -2.61)
H (2.00, -2.08, -2.69)
H (-0.59, -0.44, -3.08)
H (0.98, 0.24, -3.51)
C (-1.93, -0.14, 3.08)
C (-0.72, 0.83, 3.17)
O (-0.07, 1.10, 2.02)
H (-1.68, -1.01, 2.48)
H (-2.82, 0.34, 2.64)
H (-2.22, -0.48, 4.08)
H (-0.06, 0.39, 3.95)
H (-1.11, 1.78, 3.59)
C (-1.90, 3.96, -1.35)
C (-0.38, 3.68, -1.20)
O (-0.08, 2.52, -0.54)
H (-2.06, 4.52, -2.28)
H (-2.28, 4.52, -0.50)
H (-2.45, 3.02, -1.37)
H (0.05, 4.53, -0.65)
H (0.05, 3.65, -2.22)
C (3.99, -0.54, -0.19)
C (3.57, 0.82, 0.35)
O (2.24, 0.98, 0.56)
H (5.07, -0.56, -0.37)
H (3.47, -0.67, -1.15)
H (3.69, -1.35, 0.47)
H (3.93, 1.55, -0.41)
H (4.15, 1.08, 1.26)
C (0.89, -3.16, 2.65)
C (1.35, -2.17, 1.58)
O (0.27, -1.55, 0.91)
H (0.82, -4.17, 2.24)
H (-0.10, -2.89, 3.04)
H (1.58, -3.20, 3.49)
H (1.98, -2.68, 0.85)
H (1.91, -1.34, 2.00)
H (-0.43, -2.18, 0.74)
C (-3.16, -0.90, -1.60)
C (-2.68, 0.42, -1.01)
O (-1.72, 0.18, 0.01)
H (-3.73, -0.75, -2.52)
H (-3.77, -1.45, -0.88)
H (-2.28, -1.49, -1.87)
H (-3.52, 0.99, -0.60)
H (-2.16, 1.01, -1.75)
H (-2.01, -0.53, 0.58)


Record 3
Molecular formula: C5H7N
Method: DFT, ωB97M-V/def2-TZVPD

energy above the lowest of the compared OMol25 structures with the same formula, charge and spin	450.2	kJ/mol
Kohn-Sham gap	8.85	eV
LUMO energy	1.167	eV
SMILES	C1=CN2C[C@@H]2C1
calculated total energy	-6783.846	eV
E_HOMO	-7.7	eV

Geometry (Å):
C (1.18, 0.79, 0.68)
C (-0.10, 1.23, 0.70)
N (-0.98, 0.16, 0.51)
C (-1.57, -0.79, -0.38)
C (-0.20, -0.38, -0.66)
C (1.15, -0.59, 0.00)
H (2.06, 1.35, 0.97)
H (-0.46, 2.25, 0.73)
H (-1.72, -1.78, 0.05)
H (-2.35, -0.43, -1.04)
H (-0.12, 0.35, -1.49)
H (1.14, -1.48, 0.65)
H (1.96, -0.68, -0.73)


Record 4
Molecular formula: C54H38I4N4Sr
Method: DFT, ωB97M-V/def2-TZVPD

energy above the lowest of the compared OMol25 structures with the same formula, charge and spin	0.0	kJ/mol
Kohn-Sham gap	5.70	eV
LUMO energy	-1.131	eV
calculated total energy	-95816.756	eV
E_HOMO	-6.8	eV

Geometry (Å):
Sr (-0.33, -0.13, -0.22)
I (8.05, 3.04, -4.55)
C (6.32, 2.49, -3.53)
C (6.24, 2.67, -2.16)
C (5.08, 2.30, -1.49)
C (4.01, 1.74, -2.18)
C (4.11, 1.57, -3.55)
C (5.26, 1.94, -4.24)
C (2.76, 1.35, -1.45)
C (2.88, 0.28, -0.53)
C (4.09, -0.49, -0.28)
C (3.82, -1.35, 0.74)
C (2.44, -1.10, 1.14)
C (1.80, -1.66, 2.27)
C (2.63, -2.54, 3.15)
C (2.28, -3.88, 3.32)
C (3.03, -4.71, 4.15)
C (4.12, -4.19, 4.82)
I (5.24, -5.43, 6.07)
C (4.48, -2.86, 4.67)
C (3.73, -2.05, 3.83)
C (0.49, -1.38, 2.72)
N (-0.47, -0.71, 2.02)
C (-1.57, -0.59, 2.82)
C (-2.76, 0.11, 2.50)
C (-3.87, -0.01, 3.49)
C (-4.26, 1.07, 4.28)
C (-5.28, 0.95, 5.21)
C (-5.93, -0.26, 5.35)
I (-7.47, -0.45, 6.74)
C (-5.57, -1.36, 4.58)
C (-4.54, -1.22, 3.66)
C (-2.96, 0.97, 1.40)
C (-4.17, 1.74, 1.15)
C (-3.91, 2.54, 0.09)
C (-2.55, 2.27, -0.33)
N (-2.03, 1.29, 0.46)
C (-1.83, 3.00, -1.31)
C (-0.47, 2.85, -1.65)
C (0.28, 3.75, -2.52)
C (1.56, 3.30, -2.54)
C (1.60, 2.11, -1.71)
N (0.36, 1.87, -1.21)
C (-2.58, 4.11, -1.98)
C (-3.54, 3.83, -2.95)
C (-4.25, 4.85, -3.57)
C (-4.00, 6.16, -3.22)
I (-5.07, 7.70, -4.14)
C (-3.05, 6.47, -2.25)
C (-2.35, 5.44, -1.64)
C (-1.29, -1.22, 4.10)
C (-0.03, -1.71, 4.04)
N (1.90, -0.15, 0.32)
H (7.07, 3.11, -1.62)
H (5.01, 2.44, -0.42)
H (3.28, 1.14, -4.10)
H (5.33, 1.79, -5.31)
H (5.02, -0.39, -0.82)
H (4.49, -2.07, 1.18)
H (1.42, -4.28, 2.80)
H (2.75, -5.75, 4.27)
H (5.33, -2.46, 5.20)
H (4.00, -1.00, 3.72)
H (-3.74, 2.01, 4.17)
H (-5.56, 1.80, 5.82)
H (-6.08, -2.30, 4.69)
H (-4.25, -2.07, 3.05)
H (-5.08, 1.68, 1.72)
H (-4.57, 3.27, -0.36)
H (-0.12, 4.62, -3.02)
H (2.39, 3.74, -3.06)
H (-3.73, 2.80, -3.22)
H (-4.99, 4.61, -4.32)
H (-2.86, 7.50, -1.98)
H (-1.61, 5.67, -0.88)
H (-1.96, -1.25, 4.95)
H (0.52, -2.20, 4.83)
C (1.85, -4.75, -2.62)
C (1.76, -3.24, -2.37)
C (2.40, -2.45, -3.50)
C (0.33, -2.84, -2.09)
C (-0.48, -2.18, -3.01)
C (-1.80, -1.82, -2.70)
C (-2.34, -2.09, -1.45)
C (-3.75, -1.68, -1.09)
C (-1.53, -2.75, -0.52)
C (-0.23, -3.13, -0.84)
H (2.89, -5.06, -2.74)
H (1.31, -5.01, -3.54)
H (1.42, -5.32, -1.80)
H (2.33, -3.02, -1.45)
H (1.96, -2.71, -4.47)
H (3.47, -2.69, -3.56)
H (2.30, -1.38, -3.36)
H (-0.09, -1.94, -3.99)
H (-2.40, -1.32, -3.44)
H (-3.77, -0.82, -0.43)
H (-4.27, -2.50, -0.58)
H (-4.32, -1.43, -1.99)
H (-1.91, -2.96, 0.47)
H (0.39, -3.62, -0.09)


Record 5
Molecular formula: C10H16O
Method: DFT, ωB97M-V/def2-TZVPD

energy above the lowest of the compared OMol25 structures with the same formula, charge and spin	116.6	kJ/mol
Kohn-Sham gap	9.39	eV
LUMO energy	0.888	eV
SMILES	Cc1ccc(O)cc1.CCC
calculated total energy	-12676.516	eV
E_HOMO	-8.5	eV

Geometry (Å):
C (1.46, 0.68, 2.42)
C (0.70, 1.14, 1.20)
C (-0.70, 1.08, 1.21)
C (-1.44, 1.37, 0.08)
C (-0.79, 1.81, -1.08)
O (-1.48, 1.82, -2.27)
C (0.58, 1.87, -1.11)
C (1.31, 1.54, 0.04)
H (1.15, 1.26, 3.29)
H (2.53, 0.87, 2.29)
H (1.31, -0.37, 2.68)
H (-1.28, 0.94, 2.12)
H (-2.50, 1.14, 0.16)
H (-2.42, 2.06, -2.17)
H (1.10, 2.25, -1.98)
H (2.39, 1.58, -0.01)
C (0.99, -2.88, -1.12)
C (-0.39, -2.94, -0.47)
C (-0.35, -3.50, 0.97)
H (1.33, -3.88, -1.38)
H (1.73, -2.43, -0.47)
H (0.94, -2.51, -2.14)
H (-0.84, -1.95, -0.52)
H (-1.00, -3.64, -1.04)
H (0.63, -3.85, 1.31)
H (-0.76, -2.78, 1.68)
H (-1.04, -4.35, 1.02)


Record 6
Molecular formula: C6H9ClSSi
Method: DFT, ωB97M-V/def2-TZVPD

energy above the lowest of the compared OMol25 structures with the same formula, charge and spin	167.8	kJ/mol
Kohn-Sham gap	8.80	eV
LUMO energy	0.509	eV
SMILES	C=[Si](C)Cl.c1ccsc1
calculated total energy	-37602.919	eV
E_HOMO	-8.3	eV

Geometry (Å):
C (-2.22, -0.28, 1.78)
Si (-2.89, -0.20, 0.17)
C (-2.57, -1.23, -1.38)
Cl (-4.28, 1.20, -0.33)
H (-2.53, 0.40, 2.55)
H (-1.46, -0.98, 2.06)
H (-3.43, -1.87, -1.61)
H (-2.38, -0.60, -2.24)
H (-1.71, -1.88, -1.24)
C (3.52, 0.99, 0.11)
C (2.96, -0.30, 0.24)
C (1.62, -0.31, 0.02)
S (1.02, 1.25, -0.36)
C (2.59, 1.93, -0.22)
H (4.56, 1.21, 0.25)
H (3.52, -1.18, 0.49)
H (0.94, -1.14, 0.06)
H (2.74, 2.98, -0.38)